No. 1
ORCA calculation (wB97M-V/def2-TZVPD) on a 3-piece molecular cluster, C12H18F16NO3P2 overall.

Calculated values
net charge: +1
highest occupied orbital energy: -13.116 eV
DFT total energy: -3028.85660 a.u.

Geometry as XYZ:
```
52
Properties=species:S:1:pos:R:3:forces:R:3
C 7.071762 -0.477132 -0.614173 -0.2 0.0 0.0
P 7.062568 1.279576 -1.098046 0.6 0.2 0.4
O 6.681759 1.113984 -2.664845 -0.1 0.4 -0.6
P 4.996585 1.705357 -0.351279 -0.1 -0.3 -0.4
C 3.755996 1.115098 -1.540687 -0.2 0.0 0.0
N 2.419916 1.471660 -1.089728 0.1 -0.4 0.0
H 7.654965 -0.570277 0.300946 0.0 -0.1 0.0
H 7.565267 -1.014386 -1.426663 0.1 0.0 0.1
H 6.080721 -0.909484 -0.477945 0.1 -0.1 0.0
H 6.989354 1.881737 -3.176407 -0.1 -0.3 0.0
H 4.808750 3.062455 -0.111890 -0.1 0.1 0.2
H 4.767874 1.005133 0.832076 0.0 0.2 0.3
H 3.999752 1.603719 -2.487578 -0.1 0.0 0.0
H 3.958612 0.042914 -1.668174 0.0 0.0 0.0
H 2.196308 0.981711 -0.226351 0.0 0.2 -0.1
H 1.736898 1.132020 -1.765502 0.1 0.3 0.0
C 1.136696 -1.744773 2.935017 0.3 -0.1 0.4
C 1.109423 -0.628737 1.877703 -0.1 -0.3 -0.2
C 0.046196 0.469130 1.997882 0.0 0.0 0.1
F -1.193552 -0.029033 1.864370 0.0 0.0 -0.1
F 0.264225 1.353566 0.987157 -0.1 0.0 0.0
F 1.097986 -1.145388 0.630929 0.0 0.0 0.0
F 2.301637 0.056840 1.988913 0.2 0.0 0.2
O 0.566580 -2.981782 2.580003 -0.2 0.2 -0.4
C -0.771521 -3.249860 2.768697 0.1 -0.1 0.2
C -1.446032 -3.581723 1.432194 0.0 0.0 0.0
F -1.283615 -2.532777 0.596779 -0.2 0.1 -0.1
F -2.763487 -3.781193 1.639263 0.1 0.1 -0.1
F -1.401166 -2.239967 3.400970 0.1 -0.1 -0.1
F -0.866416 -4.349135 3.538968 0.0 0.1 0.1
H 2.193178 -1.972644 3.068747 0.0 0.0 0.0
H 0.766315 -1.382171 3.894409 -0.1 0.1 -0.1
H 0.135170 0.993067 2.952926 0.0 0.0 0.0
H -0.999982 -4.473889 0.989028 0.0 0.0 0.0
C -4.059298 -0.231550 -0.613031 0.1 -0.4 0.4
C -3.218383 0.118156 -1.849223 -0.3 0.1 -0.1
C -2.412955 1.418916 -1.806314 0.0 0.0 0.0
F -3.221906 2.491696 -1.717198 0.1 -0.1 -0.1
F -1.691078 1.515144 -2.951156 0.0 0.1 0.0
F -3.971135 0.072361 -2.964806 0.1 0.0 0.1
F -2.268485 -0.862368 -1.938570 0.1 -0.1 0.0
O -5.438367 0.050887 -0.669732 0.0 0.3 -0.4
C -5.948387 1.255220 -0.266837 0.0 -0.1 0.2
C -6.682861 1.963354 -1.411170 0.0 0.1 0.0
F -5.833647 2.200664 -2.431632 0.0 0.0 0.1
F -7.150118 3.145918 -0.951440 0.0 -0.1 -0.1
F -5.009652 2.054352 0.282247 -0.1 -0.1 -0.1
F -6.879109 1.005258 0.681752 0.1 0.1 0.1
H -4.012929 -1.317379 -0.551412 0.0 0.0 0.0
H -3.604228 0.159160 0.298002 0.1 0.1 -0.1
H -1.722568 1.409694 -0.957536 0.0 0.0 0.0
H -7.513616 1.346900 -1.759655 0.0 0.0 0.0
```
Positions in Å, forces in eV/Å.

Results of the Mulliken charge analysis, in e, for atoms 1 through 4: atom 1 (C): -0.9201, atom 2 (P): 0.2590, atom 3 (O): -0.4659, atom 4 (P): 0.1401



No. 2
ORCA calculation (wB97M-V/def2-TZVPD) on C12H18F3NO6PS as an isolated structure.

Calculated values
net charge: -1
highest occupied orbital energy: -3.404 eV
DFT total energy: -2013.47173 a.u.

Geometry as XYZ:
```
42
Properties=species:S:1:pos:R:3:forces:R:3
C 6.738537 -3.090933 -1.201926 0.0 0.3 0.1
C 5.597045 -2.117503 -1.044997 -0.1 -0.1 -0.1
C 4.931088 -1.594627 -2.152685 0.1 0.0 0.0
C 3.894943 -0.686777 -1.997270 -0.1 0.0 0.0
C 3.483844 -0.292404 -0.729671 0.1 -0.1 0.1
C 2.339044 0.672034 -0.563739 0.2 0.2 0.0
O 1.046130 0.082115 -0.783286 0.1 0.0 -0.1
S 0.699513 -1.213402 0.148248 -0.3 0.1 0.2
O 1.032497 -0.871902 1.512746 0.0 0.0 -0.1
O -0.906372 -0.991111 0.019395 0.7 -0.3 -0.1
P -1.672357 -1.768819 -1.246026 -0.4 0.2 0.4
N -3.115316 -2.075024 -0.405351 0.3 -0.3 -0.6
O -2.127700 -0.427437 -2.057881 -0.1 -0.3 -0.2
C 4.147984 -0.814053 0.379082 -0.1 0.0 0.0
C 5.188876 -1.717870 0.222873 -0.1 0.1 0.0
H 6.802604 -3.469247 -2.220921 0.0 -0.1 0.0
H 7.681174 -2.584793 -0.973813 0.0 -0.1 0.0
H 6.640802 -3.915814 -0.495628 0.0 -0.1 -0.1
H 5.239843 -1.896690 -3.147479 0.0 0.0 0.0
H 3.386232 -0.274351 -2.862255 0.0 -0.1 0.0
H 2.407660 1.466517 -1.307742 -0.1 -0.1 0.0
H 2.357858 1.137246 0.422589 0.0 -0.1 0.0
H -3.204543 -3.068633 -0.228357 -0.2 0.1 0.1
H -3.924416 -1.727849 -0.908245 -0.1 0.1 0.3
H -2.164585 -0.646869 -2.996850 0.0 0.2 0.0
H 3.819738 -0.523439 1.371535 0.0 0.0 -0.1
H 5.678662 -2.122432 1.102374 0.0 0.0 0.0
C -2.784455 1.504804 1.336895 -0.1 0.0 -0.2
C -4.050496 0.987048 2.012168 -0.1 -0.4 0.2
O -4.878024 1.949142 2.616614 0.4 0.5 0.0
C -5.826619 2.660756 1.733433 -0.4 -0.2 -0.1
O -6.474539 1.929839 0.888916 0.1 0.0 0.0
C -5.106230 3.854838 1.024941 0.2 0.1 0.2
F -4.160762 4.478743 1.786961 0.0 0.0 -0.1
F -6.019250 4.820775 0.737471 0.0 0.0 0.0
F -4.506898 3.563879 -0.145448 0.0 0.0 0.0
H -2.297788 2.263173 1.953636 0.0 0.0 0.0
H -2.096608 0.672009 1.172688 0.0 0.1 0.1
H -2.996461 1.943656 0.363308 0.0 0.0 0.0
H -3.741208 0.328224 2.832672 0.0 0.0 0.0
H -4.637084 0.376431 1.316579 0.0 0.1 -0.1
H -6.422365 3.200751 2.514448 0.0 -0.1 0.0
```
Positions in Å, forces in eV/Å.

Results of the Mulliken charge analysis, in e, for atoms 1 through 4: atom 1 (C): -1.3674, atom 2 (C): 0.9972, atom 3 (C): -0.6268, atom 4 (C): -0.5619



No. 3
ORCA calculation (wB97M-V/def2-TZVPD) on a 4-piece molecular cluster, C12H18FO9 overall in a non-equilibrium geometry.

Calculated values
net charge: -1
highest occupied orbital energy: -5.829 eV
DFT total energy: -1245.03286 a.u.
energy above the lowest of the compared OMol25 structures with the same formula, charge and spin: 200.6 kJ/mol

Geometry as XYZ:
```
40
Properties=species:S:1:pos:R:3:forces:R:3
F 22.276000 16.790000 1.062000 -0.3 -0.1 0.4
C 17.841000 16.516000 1.163000 1.1 0.9 -1.3
C 18.439000 17.903000 1.680000 -3.3 -2.9 -4.3
C 19.675000 18.249000 0.979000 2.3 3.3 1.1
O 19.333000 19.600000 0.441000 0.0 0.6 0.5
C 18.126000 20.039000 0.917000 0.4 -1.9 -1.4
O 17.573000 21.073000 0.698000 0.7 0.0 0.3
O 17.514000 18.971000 1.482000 0.0 0.2 1.2
H 17.799000 16.440000 -0.001000 -1.2 0.6 2.0
H 17.086000 16.080000 1.863000 0.2 0.5 -1.3
H 18.715000 15.895000 1.207000 0.6 -0.7 0.8
H 18.605000 17.658000 2.635000 0.5 0.1 4.0
H 20.147000 17.690000 0.186000 -0.3 -0.5 -0.1
H 20.471000 18.395000 1.788000 -0.7 -0.2 -1.6
C 24.378000 19.151000 2.157000 -0.2 -1.5 -3.1
C 23.637000 19.555000 3.434000 -4.2 -0.2 -1.6
C 22.428000 18.551000 3.890000 8.0 -3.2 -1.8
O 22.945000 18.050000 5.155000 1.0 -0.1 -0.7
C 24.039000 18.736000 5.532000 -1.2 -1.0 1.3
O 24.438000 18.552000 6.659000 1.0 1.1 -1.5
O 24.468000 19.597000 4.553000 0.4 -0.3 1.7
H 25.200000 19.782000 1.783000 -0.1 0.2 1.1
H 23.792000 19.070000 1.124000 0.1 0.3 2.7
H 24.776000 18.090000 2.138000 -0.4 1.1 0.7
H 22.941000 20.470000 3.320000 2.1 -0.4 0.0
H 22.254000 17.725000 3.213000 0.2 -0.2 -0.5
H 21.633000 18.891000 4.260000 -6.8 4.0 1.6
C 21.846000 14.728000 4.040000 0.0 1.8 0.9
C 20.892000 14.244000 3.020000 3.0 -1.3 -1.6
C 21.532000 13.391000 1.899000 3.4 -0.1 -0.5
O 20.815000 12.165000 1.901000 -0.8 -1.1 3.2
C 19.975000 12.233000 3.006000 -3.8 -5.3 0.5
O 19.180000 11.318000 3.432000 3.9 3.3 -2.4
O 19.932000 13.409000 3.559000 -0.6 0.1 0.8
H 21.266000 15.378000 4.686000 0.0 1.6 -0.5
H 22.763000 15.170000 3.609000 -0.8 0.1 0.3
H 22.071000 14.166000 4.915000 0.7 -2.2 -0.1
H 20.470000 14.967000 2.404000 -1.1 2.1 -0.1
H 22.787000 13.389000 1.762000 -3.3 -0.7 1.3
H 21.278000 13.689000 0.947000 -0.4 1.9 -1.9
```
Positions in Å, forces in eV/Å.

Results of the Mulliken charge analysis, in e, for atoms 1 through 4: atom 1 (F): -0.8659, atom 2 (C): -1.1096, atom 3 (C): 0.3852, atom 4 (C): 0.0467



No. 4
ORCA calculation (wB97M-V/def2-TZVPD) on C12H18LiNO12 as an isolated structure in a non-equilibrium geometry.

Calculated values
net charge: 0
highest occupied orbital energy: -7.628 eV
DFT total energy: -1432.93455 a.u.

Geometry as XYZ:
```
44
Properties=species:S:1:pos:R:3:forces:R:3
Li -1.050114 0.775773 0.988409 -0.1 -0.2 -0.3
N -2.973114 2.121773 1.565409 -5.2 2.6 -7.1
O -2.706114 1.265773 2.264409 2.7 -6.0 6.9
O -4.248114 2.352773 1.380409 2.9 1.6 0.2
O -2.060114 2.454773 0.726409 -0.2 1.7 -0.1
C 3.325886 4.295773 0.216409 -4.5 4.2 1.3
C 2.059886 4.012773 -0.575591 4.7 -0.4 -1.9
C 2.502886 3.349773 -1.894591 -8.9 1.6 1.0
O 1.894886 2.115773 -1.777591 0.5 -2.5 -2.4
C 1.134886 2.015773 -0.726591 -0.4 -3.6 0.2
O 0.570886 0.988773 -0.399591 0.1 1.3 -0.2
O 1.227886 3.088773 -0.046591 -2.2 1.8 3.8
H 4.054886 4.924773 -0.249591 -0.1 0.9 -0.3
H 3.807886 3.552773 0.568409 3.4 -6.1 1.7
H 2.906886 4.653773 1.205409 0.8 0.8 -1.0
H 1.710886 4.957773 -0.724591 -2.3 2.2 -0.4
H 3.423886 3.299773 -1.935591 9.0 -0.9 -0.6
H 2.095886 3.820773 -2.749591 -0.3 0.7 -1.0
C -3.946114 -2.227227 -4.238591 3.5 1.1 5.4
C -2.560114 -2.156227 -3.681591 -1.9 4.7 -0.8
C -1.802114 -0.751227 -3.873591 1.9 -1.8 -6.6
O -1.415114 -0.306227 -2.710591 -0.9 1.1 5.4
C -2.086114 -0.969227 -1.767591 0.9 0.2 5.4
O -1.946114 -0.697227 -0.529591 -1.4 -1.7 -5.6
O -2.800114 -2.030227 -2.344591 1.5 1.3 5.0
H -4.586114 -1.517227 -3.998591 -2.5 3.8 0.8
H -4.426114 -3.087227 -4.092591 -1.7 -4.0 2.8
H -3.892114 -2.500227 -5.106591 0.8 -0.9 -10.9
H -2.028114 -2.977227 -3.974591 1.9 -2.2 -0.3
H -2.152114 0.006773 -4.557591 -2.0 0.4 0.4
H -0.811114 -0.706227 -4.362591 0.0 -1.8 -0.7
C 2.744886 -2.408227 3.806409 4.0 -5.0 0.3
C 1.556886 -3.297227 3.354409 -2.1 -1.1 3.2
C 0.431886 -3.113227 4.398409 3.4 4.1 1.0
O -0.154114 -1.894227 3.923409 -1.6 1.3 1.5
C 0.037886 -1.762227 2.633409 -0.5 1.6 0.6
O -0.393114 -0.929227 1.893409 -0.4 0.2 0.2
O 0.902886 -2.637227 2.287409 3.0 -3.4 -3.8
H 3.147886 -2.765227 4.866409 -1.1 0.5 -2.0
H 2.721886 -1.332227 3.897409 -0.6 0.1 -0.8
H 3.611886 -2.903227 3.117409 -1.5 2.2 1.4
H 1.620886 -4.543227 3.382409 0.7 3.5 -1.3
H 0.904886 -2.829227 5.375409 -0.8 -0.8 -0.6
H -0.363114 -3.714227 4.467409 -2.4 -3.2 0.3
```
Positions in Å, forces in eV/Å.

Results of the Mulliken charge analysis, in e, for atoms 1 through 4: atom 1 (Li): 1.0507, atom 2 (N): 1.0951, atom 3 (O): -0.6369, atom 4 (O): -0.6342



highest occupied orbital energy of number 1 (C12H18F16NO3P2)?
-13.116 eV



Number 4 is which compound?
C12H18LiNO12



Copy entry 3 word for word.
ORCA calculation (wB97M-V/def2-TZVPD) on a 4-piece molecular cluster, C12H18FO9 overall in a non-equilibrium geometry.

Calculated values
net charge: -1
highest occupied orbital energy: -5.829 eV
DFT total energy: -1245.03286 a.u.
energy above the lowest of the compared OMol25 structures with the same formula, charge and spin: 200.6 kJ/mol

Geometry as XYZ:
```
40
Properties=species:S:1:pos:R:3:forces:R:3
F 22.276000 16.790000 1.062000 -0.3 -0.1 0.4
C 17.841000 16.516000 1.163000 1.1 0.9 -1.3
C 18.439000 17.903000 1.680000 -3.3 -2.9 -4.3
C 19.675000 18.249000 0.979000 2.3 3.3 1.1
O 19.333000 19.600000 0.441000 0.0 0.6 0.5
C 18.126000 20.039000 0.917000 0.4 -1.9 -1.4
O 17.573000 21.073000 0.698000 0.7 0.0 0.3
O 17.514000 18.971000 1.482000 0.0 0.2 1.2
H 17.799000 16.440000 -0.001000 -1.2 0.6 2.0
H 17.086000 16.080000 1.863000 0.2 0.5 -1.3
H 18.715000 15.895000 1.207000 0.6 -0.7 0.8
H 18.605000 17.658000 2.635000 0.5 0.1 4.0
H 20.147000 17.690000 0.186000 -0.3 -0.5 -0.1
H 20.471000 18.395000 1.788000 -0.7 -0.2 -1.6
C 24.378000 19.151000 2.157000 -0.2 -1.5 -3.1
C 23.637000 19.555000 3.434000 -4.2 -0.2 -1.6
C 22.428000 18.551000 3.890000 8.0 -3.2 -1.8
O 22.945000 18.050000 5.155000 1.0 -0.1 -0.7
C 24.039000 18.736000 5.532000 -1.2 -1.0 1.3
O 24.438000 18.552000 6.659000 1.0 1.1 -1.5
O 24.468000 19.597000 4.553000 0.4 -0.3 1.7
H 25.200000 19.782000 1.783000 -0.1 0.2 1.1
H 23.792000 19.070000 1.124000 0.1 0.3 2.7
H 24.776000 18.090000 2.138000 -0.4 1.1 0.7
H 22.941000 20.470000 3.320000 2.1 -0.4 0.0
H 22.254000 17.725000 3.213000 0.2 -0.2 -0.5
H 21.633000 18.891000 4.260000 -6.8 4.0 1.6
C 21.846000 14.728000 4.040000 0.0 1.8 0.9
C 20.892000 14.244000 3.020000 3.0 -1.3 -1.6
C 21.532000 13.391000 1.899000 3.4 -0.1 -0.5
O 20.815000 12.165000 1.901000 -0.8 -1.1 3.2
C 19.975000 12.233000 3.006000 -3.8 -5.3 0.5
O 19.180000 11.318000 3.432000 3.9 3.3 -2.4
O 19.932000 13.409000 3.559000 -0.6 0.1 0.8
H 21.266000 15.378000 4.686000 0.0 1.6 -0.5
H 22.763000 15.170000 3.609000 -0.8 0.1 0.3
H 22.071000 14.166000 4.915000 0.7 -2.2 -0.1
H 20.470000 14.967000 2.404000 -1.1 2.1 -0.1
H 22.787000 13.389000 1.762000 -3.3 -0.7 1.3
H 21.278000 13.689000 0.947000 -0.4 1.9 -1.9
```
Positions in Å, forces in eV/Å.

Results of the Mulliken charge analysis, in e, for atoms 1 through 4: atom 1 (F): -0.8659, atom 2 (C): -1.1096, atom 3 (C): 0.3852, atom 4 (C): 0.0467